Entry 1:
12
Properties=species:S:1:pos:R:3:forces:R:3:mulliken_charge:R:1 method="wB97M-V/def2-TZVPD" total_energy_ev=-10817.5172 homo_lumo_gap_ev=10.095 e_above_lowest_ev=8.171 smiles="C[C@@H]1C=[N+]([O-])OO1" multiplicity=1
C -1.552 0.751 -0.399 -1.29 -0.11 1.29 -0.578
C -0.551 -0.402 -0.457 -2.69 1.58 -0.18 0.557
C 0.677 -0.459 0.370 2.49 -2.97 -0.10 -1.150
N -2.740 0.398 -0.020 0.82 -2.13 0.80 0.692
O -3.826 0.862 0.184 0.02 0.44 -0.16 -0.647
O -1.479 -1.529 -0.289 1.04 -0.03 -0.46 -0.234
O -2.627 -1.111 0.399 0.08 1.50 -0.47 -0.235
H -1.541 1.813 -0.545 0.86 0.25 -0.45 0.458
H -0.331 -0.303 -1.510 0.74 -1.12 -0.46 0.196
H 0.842 -0.061 1.347 -1.20 0.41 0.87 0.362
H 1.561 -0.066 -0.140 -0.31 0.05 -0.53 0.322
H 0.937 -1.608 0.463 -0.55 2.13 -0.15 0.255

***

Entry 2:
14
Properties=species:S:1:pos:R:3:forces:R:3:mulliken_charge:R:1 method="wB97M-V/def2-TZVPD" total_energy_ev=-7356.7426 homo_lumo_gap_ev=8.933 e_above_lowest_ev=5.513 multiplicity=1
C 1.627 0.470 0.368 0.01 -0.02 0.03 -1.103
C 0.393 0.451 -0.504 0.00 0.09 0.12 -0.073
C -0.703 -1.479 -0.790 0.02 0.15 0.26 -0.805
C -1.620 -0.641 0.038 -0.18 -0.11 -0.28 0.030
O -1.117 -0.205 1.319 0.06 -0.06 0.19 -0.442
C -0.941 0.636 0.195 -0.01 0.22 -0.13 -0.238
H 1.500 -0.210 1.215 0.04 0.10 -0.11 0.306
H 1.782 1.480 0.766 -0.02 -0.12 -0.05 0.336
H 2.523 0.187 -0.191 -0.13 0.03 0.07 0.345
H 0.469 1.117 -1.372 -0.02 -0.12 0.07 0.419
H -0.085 -2.096 -0.114 -0.04 0.07 -0.12 0.175
H 0.283 -0.554 -1.158 0.02 -0.08 -0.06 0.146
H -2.698 -0.772 -0.024 0.17 0.01 0.03 0.443
H -1.412 1.616 0.253 0.08 -0.15 -0.01 0.460

***

Entry 3:
12
Properties=species:S:1:pos:R:3:forces:R:3:mulliken_charge:R:1 method="wB97M-V/def2-TZVPD" total_energy_ev=-18153.7460 homo_lumo_gap_ev=7.420 e_above_lowest_ev=0.168 smiles="C#C/C=C(/C#C)C=S" multiplicity=1
C 0.073 1.598 -0.056 -0.90 -0.52 -0.70 -0.213
C -0.455 0.203 -0.095 0.00 0.30 0.91 0.407
C 0.287 -0.920 -0.069 0.68 -1.59 -0.03 -0.278
C 1.730 -1.035 -0.050 0.02 0.40 0.10 -0.876
C 2.932 -1.147 0.057 -1.37 -0.61 -0.01 0.319
C -1.884 0.091 0.045 -2.46 0.30 -0.36 -0.839
C -3.108 0.131 0.091 3.12 -0.21 -0.22 0.242
H -0.730 2.340 -0.188 0.34 -0.20 0.24 0.294
H -0.221 -1.929 -0.021 0.45 1.40 -0.10 0.289
H 3.928 -1.472 0.218 0.28 0.25 -0.10 0.452
H -4.158 0.108 0.036 -0.53 0.01 0.15 0.457
S 1.606 2.032 0.031 0.35 0.44 0.13 -0.254

***

Entry 4:
62
Properties=species:S:1:pos:R:3:forces:R:3:mulliken_charge:R:1 method="wB97M-V/def2-TZVPD" charge=-1 total_energy_ev=-348131.3321 homo_lumo_gap_ev=6.021 e_above_lowest_ev=0.000 multiplicity=1
K 0.159 -0.087 -1.134 0.06 0.05 -0.06 0.952
C 0.204 -0.040 3.236 0.00 0.01 -0.01 -1.505
C 0.220 0.995 2.154 0.01 0.00 0.04 1.100
N -0.737 1.246 1.347 -0.01 -0.02 -0.03 -0.234
N -1.771 0.327 1.376 -0.01 0.00 0.00 0.438
C -3.011 0.714 0.952 0.01 0.00 -0.01 0.041
N -3.704 -0.273 0.364 -0.01 0.00 0.01 -0.305
S -3.621 2.247 1.234 -0.01 0.00 0.00 -0.420
C 1.436 1.830 1.935 -0.02 0.00 -0.01 -0.182
C 2.096 2.450 2.993 0.03 0.03 -0.01 -0.622
C 3.206 3.232 2.723 -0.02 -0.01 0.01 -0.513
C 3.637 3.353 1.411 0.00 0.00 0.01 -0.640
C 2.930 2.681 0.425 0.00 0.00 -0.04 -0.462
N 1.856 1.936 0.670 -0.02 -0.02 0.05 0.290
H -0.788 -0.072 3.689 0.00 0.00 0.00 0.449
H 0.954 0.173 3.997 0.00 0.00 0.00 0.484
H 0.393 -1.029 2.807 0.00 0.00 0.00 0.071
H -1.437 -0.640 1.197 0.02 0.00 0.00 0.086
H -3.180 -0.996 -0.158 0.00 0.02 -0.01 0.125
H -4.631 -0.027 0.066 0.00 0.00 0.00 0.250
H 1.725 2.337 4.003 0.00 0.00 0.00 0.453
H 3.725 3.742 3.525 0.00 0.00 0.00 0.410
H 4.502 3.949 1.153 0.00 0.00 0.00 0.417
H 3.242 2.726 -0.613 0.01 0.00 0.00 0.424
O -1.348 -0.769 -3.414 -0.01 0.01 -0.02 -0.574
C -2.430 0.010 -3.828 -0.01 0.00 0.00 -0.636
C -2.451 1.420 -3.263 0.00 0.01 0.00 0.410
C -3.235 2.393 -3.878 0.00 0.00 0.00 -0.823
C -3.288 3.661 -3.329 0.00 0.00 0.00 -0.228
C -2.558 3.925 -2.181 0.00 0.00 0.00 -0.826
C -1.803 2.900 -1.638 0.00 0.00 0.00 -0.358
N -1.740 1.677 -2.168 -0.01 -0.01 0.00 0.390
H -1.647 -1.316 -2.637 0.00 0.01 0.02 0.205
H -3.379 -0.470 -3.556 0.00 0.00 0.01 0.257
H -2.417 0.086 -4.921 0.00 0.00 0.00 0.404
H -3.792 2.147 -4.774 0.00 0.00 0.00 0.381
H -3.894 4.433 -3.788 0.00 0.00 0.00 0.381
H -2.585 4.893 -1.701 0.00 0.00 0.00 0.409
H -1.238 3.047 -0.724 0.00 0.00 0.00 0.381
Br -0.115 -7.095 1.180 0.00 0.00 0.00 -0.225
C -0.707 -5.460 0.429 0.00 0.00 0.01 0.199
C -1.613 -5.450 -0.612 -0.01 0.00 0.00 0.174
Br -2.287 -7.068 -1.328 0.00 0.00 0.00 -0.218
C -2.036 -4.216 -1.136 0.00 0.00 0.01 0.151
Br -3.299 -4.126 -2.551 0.00 0.00 0.00 -0.208
C -1.572 -2.993 -0.661 0.00 -0.02 0.00 0.137
O -1.971 -1.840 -1.126 0.02 0.01 -0.01 -0.912
C -0.599 -2.998 0.413 0.01 -0.01 0.01 -0.443
O -0.133 -1.869 0.849 0.00 0.03 -0.01 -0.321
C -0.221 -4.241 0.929 0.00 0.00 0.00 -0.037
Br 0.996 -4.195 2.390 0.00 0.00 0.00 -0.204
C 3.076 -1.313 1.388 0.01 -0.02 0.00 -0.477
N 3.980 -0.808 0.353 0.02 -0.03 -0.01 0.038
C 5.215 -0.192 0.809 0.00 0.01 0.01 -0.911
C 3.476 -0.406 -0.803 -0.01 0.02 0.02 0.682
N 3.056 -0.074 -1.830 -0.01 -0.02 -0.01 -0.709
H 3.530 -2.179 1.868 0.01 0.01 0.00 0.350
H 2.119 -1.620 0.965 -0.01 0.01 0.00 -0.084
H 2.896 -0.538 2.140 -0.01 0.00 0.00 0.221
H 5.758 -0.909 1.426 0.00 0.00 0.00 0.301
H 5.016 0.707 1.403 0.00 0.00 0.00 0.255
H 5.832 0.073 -0.046 0.00 0.00 0.00 0.366

***

Entry 5:
13
Properties=species:S:1:pos:R:3:forces:R:3:mulliken_charge:R:1 method="wB97M-V/def2-TZVPD" charge=+1 total_energy_ev=-6769.6480 homo_lumo_gap_ev=10.239 e_above_lowest_ev=1.522 multiplicity=1
C 0.550 0.151 1.270 -1.10 2.63 0.91 -0.680
C -0.748 -0.895 -1.067 1.00 -1.62 -1.13 -0.706
C 0.796 0.705 -0.132 -2.60 -4.13 1.68 0.155
N 0.172 0.192 -1.133 3.02 2.34 1.35 -0.064
O -0.828 0.247 1.568 -1.54 2.38 0.47 -0.513
H 1.064 0.802 2.059 0.18 -1.54 -1.27 0.332
H -0.963 -1.147 0.001 -0.39 0.14 -1.58 0.343
H -1.487 -0.535 -1.743 -1.78 -0.29 0.21 0.332
H -0.249 -1.708 -1.699 -0.65 0.60 1.28 0.301
H 1.589 1.314 -0.150 2.57 2.81 -1.27 0.509
H 0.683 -0.911 1.272 1.15 -0.55 0.32 0.352
H -1.112 1.214 1.755 0.79 -2.40 -0.38 0.340
H 0.534 0.571 -2.002 -0.65 -0.37 -0.60 0.299

***

Entry 6:
14
Properties=species:S:1:pos:R:3:forces:R:3:mulliken_charge:R:1 method="wB97M-V/def2-TZVPD" total_energy_ev=-9275.4378 homo_lumo_gap_ev=9.870 e_above_lowest_ev=4.473 smiles="[H]/N=N/OC.CO" multiplicity=1
C -2.449 0.768 0.161 -0.99 -0.84 -0.21 -0.504
O -1.108 0.355 0.012 2.02 -1.81 -0.28 -0.112
N -1.034 -1.111 -0.193 -1.12 0.01 0.46 -0.102
N 0.066 -1.614 -0.027 -0.32 2.12 0.69 -0.307
H 0.027 -2.638 -0.019 -0.61 0.24 -0.67 0.244
H -2.818 0.623 1.181 0.25 0.04 0.04 0.266
H -2.573 1.817 -0.110 0.51 -0.13 -0.05 0.232
H -3.084 0.164 -0.495 -0.02 0.13 -0.01 0.248
C 2.373 0.419 -0.360 -1.52 -0.18 -0.77 -0.431
O 1.938 0.331 0.970 0.02 -0.18 0.70 -0.507
H 1.287 -0.389 1.003 0.26 0.38 -0.09 0.348
H 3.168 1.164 -0.394 -0.23 0.02 -0.27 0.255
H 2.745 -0.552 -0.708 0.23 0.14 -0.10 0.207
H 1.462 0.665 -1.021 1.52 0.07 0.56 0.164

***

Entry 7:
95
Properties=species:S:1:pos:R:3:forces:R:3:mulliken_charge:R:1 method="wB97M-V/def2-TZVPD" charge=+1 total_energy_ev=-111450.8534 homo_lumo_gap_ev=5.811 multiplicity=1
C -0.951 -2.327 -1.258 0.21 -1.09 -0.65 -0.099
C 1.252 -1.818 -0.580 1.01 1.53 -0.04 0.280
C -0.514 -3.435 -1.972 -1.42 0.61 0.19 -1.021
C 1.697 -3.046 -1.140 -0.29 -1.04 -0.64 -1.608
C 0.812 -3.849 -1.824 1.21 0.38 0.46 -0.812
H -1.229 -3.980 -2.579 0.15 -0.01 0.01 0.518
H 2.762 -3.257 -1.088 -0.25 -0.19 -0.04 0.537
H 1.162 -4.769 -2.282 -0.07 0.10 0.01 0.412
N -0.113 -1.654 -0.460 0.52 0.94 0.52 1.262
P -2.816 -0.888 0.160 -0.07 -0.03 -0.17 0.325
P 2.489 0.811 0.280 0.88 0.14 0.44 0.288
C -2.399 -1.834 -1.380 0.35 0.17 -0.03 -1.258
H -2.487 -1.180 -2.265 0.18 -0.21 0.42 0.560
H -3.074 -2.683 -1.564 0.24 0.33 0.17 0.478
C 0.292 2.032 1.934 -0.22 2.19 0.85 0.114
O 0.482 3.046 2.438 -0.16 -2.00 -1.09 -0.296
C 2.243 -0.818 -0.354 -0.07 -2.37 1.07 -1.069
H 3.230 -1.292 -0.510 -0.40 0.20 0.05 0.446
C 3.597 1.393 -1.250 -0.23 -0.06 0.99 2.105
C 3.649 0.760 1.875 -0.23 -0.19 -0.99 2.239
C -3.947 0.586 -0.214 -0.31 -0.49 0.10 2.394
C -3.503 -2.272 1.221 -0.32 0.39 -0.02 2.086
C 3.226 2.869 -1.395 0.12 0.06 -0.31 -1.675
H 3.519 3.475 -0.524 -0.01 -0.26 -0.22 0.335
H 3.694 3.300 -2.294 -0.05 0.04 0.17 0.518
H 2.142 2.960 -1.496 0.38 0.00 0.13 -0.102
C 5.100 1.227 -1.074 0.24 0.12 -0.27 -2.003
H 5.504 1.779 -0.220 -0.03 -0.18 -0.25 0.391
H 5.365 0.166 -1.000 0.01 0.27 0.02 0.357
H 5.586 1.610 -1.986 -0.01 -0.02 0.21 0.517
C 3.233 0.580 -2.500 -0.05 0.21 -0.01 -1.780
H 3.697 1.060 -3.377 -0.08 -0.12 0.17 0.665
H 3.597 -0.453 -2.437 -0.10 0.34 -0.03 0.430
H 2.150 0.526 -2.657 0.38 -0.15 -0.07 0.025
C 4.105 2.201 2.163 -0.02 -0.05 0.06 -1.667
H 3.249 2.871 2.313 0.10 -0.12 -0.05 0.200
H 4.690 2.210 3.095 -0.07 0.02 -0.18 0.533
H 4.731 2.636 1.376 -0.15 -0.17 0.18 0.272
C 2.815 0.264 3.063 -0.04 0.08 -0.05 -1.779
H 1.897 0.847 3.201 0.22 -0.10 0.08 0.193
H 2.552 -0.792 2.933 -0.03 0.13 0.01 0.281
H 3.419 0.356 3.982 -0.21 -0.04 -0.24 0.696
C 4.821 -0.209 1.757 0.34 0.03 0.23 -1.899
H 5.508 0.009 0.938 -0.18 -0.04 0.29 0.301
H 5.404 -0.156 2.690 -0.07 -0.14 -0.16 0.561
H 4.459 -1.237 1.642 0.06 0.12 -0.01 0.279
C -3.768 -1.709 2.623 -0.15 -0.14 0.15 -1.221
H -4.126 -2.526 3.266 0.02 0.24 -0.07 0.478
H -2.848 -1.309 3.065 -0.20 -0.10 -0.06 0.087
H -4.522 -0.912 2.630 0.16 -0.23 0.02 0.201
C -2.443 -3.384 1.335 0.09 0.01 -0.08 -1.548
H -2.294 -3.915 0.386 -0.01 0.13 0.24 0.287
H -1.477 -3.001 1.679 -0.27 -0.18 -0.28 0.127
H -2.787 -4.117 2.082 -0.05 0.18 -0.21 0.675
C -4.781 -2.855 0.597 -0.18 -0.17 0.33 -1.545
H -4.996 -3.812 1.095 -0.03 0.20 -0.14 0.503
H -5.645 -2.198 0.746 0.22 -0.25 -0.04 0.376
H -4.671 -3.060 -0.475 -0.07 0.02 0.29 0.196
C -3.844 0.869 -1.714 0.01 0.09 0.01 -1.528
H -4.272 0.060 -2.322 0.07 0.22 0.17 0.367
H -4.389 1.796 -1.950 0.14 -0.21 0.07 0.673
H -2.795 1.009 -2.000 -0.40 -0.14 0.10 -0.492
C -3.430 1.814 0.571 0.01 -0.16 -0.05 -1.587
H -2.405 2.088 0.276 -0.23 -0.09 0.02 -0.004
H -4.078 2.675 0.352 0.14 -0.21 0.10 0.581
H -3.437 1.645 1.658 -0.05 0.01 -0.23 0.324
C -5.405 0.316 0.162 -0.29 0.34 -0.13 -1.897
H -5.821 -0.520 -0.413 0.09 0.24 0.18 0.384
H -5.536 0.131 1.237 -0.01 0.02 -0.35 0.288
H -5.992 1.213 -0.091 0.07 -0.23 0.10 0.527
Zn -0.672 -0.063 0.720 0.04 -1.06 0.14 0.275
N -0.156 1.016 -0.842 2.08 1.82 -3.67 0.414
C 0.351 1.408 -1.834 -4.18 0.69 1.63 -0.474
C 0.068 2.365 -3.063 1.16 -0.18 -0.39 2.651
C 1.081 2.183 -4.181 0.51 -0.01 -0.32 -1.881
C -1.300 2.045 -3.649 -0.59 -0.27 0.23 -1.995
C 0.075 3.808 -2.561 -0.07 0.28 0.51 -1.624
H 2.096 2.446 -3.869 -0.25 -0.11 -0.09 0.186
H 1.067 1.147 -4.539 0.14 0.17 0.02 0.469
H 0.827 2.827 -5.034 -0.11 -0.09 0.32 0.528
H -2.092 2.402 -2.984 0.15 -0.23 -0.14 0.409
H -1.451 2.580 -4.595 0.36 -0.06 0.19 0.572
H -1.406 0.971 -3.857 -0.10 0.28 0.11 0.336
H -0.176 4.488 -3.383 -0.02 -0.27 0.00 0.471
H -0.681 3.934 -1.778 0.13 0.06 -0.07 0.264
H 1.045 4.126 -2.167 -0.36 -0.04 -0.17 0.501
N 0.806 -3.139 4.790 -0.28 0.09 -0.17 -0.676
N 0.038 -2.149 4.194 1.06 2.26 -0.95 0.730
N -0.224 -1.003 4.890 -0.49 -1.27 -1.45 -0.800
C -0.567 -0.177 3.902 0.35 -0.54 0.28 -0.592
N -0.425 -0.722 2.678 0.86 -1.94 1.17 0.687
N 0.021 -2.008 2.869 -0.82 1.76 1.72 -0.219
H 0.740 -3.995 4.250 -0.12 0.02 0.03 0.269
H 0.516 -3.250 5.756 -0.14 -0.01 -0.11 0.304
H -0.913 0.832 4.107 0.14 -0.25 -0.19 0.406

***

Entry 8:
20
Properties=species:S:1:pos:R:3:forces:R:3:mulliken_charge:R:1 method="wB97M-V/def2-TZVPD" total_energy_ev=-18730.3013 homo_lumo_gap_ev=9.982 e_above_lowest_ev=1.710 smiles=C[C@H](N)CCS.O multiplicity=1
C 1.300 -1.100 -1.877 3.00 3.61 3.35 -1.506
C 0.187 -0.371 -1.067 -0.65 -3.30 0.56 0.511
C -0.116 -1.215 0.235 0.40 0.23 -0.58 -0.651
C -1.129 -0.578 1.224 0.51 1.44 -0.59 -0.599
S -2.494 0.408 0.253 0.77 -0.89 1.42 -0.262
N 0.463 0.994 -0.759 1.00 1.30 -0.72 -0.600
H 2.318 -1.107 -1.189 -2.37 0.03 -1.63 0.281
H 1.141 -2.096 -2.141 -0.72 -1.34 -0.74 0.404
H 1.515 -0.369 -2.659 0.23 -0.76 -0.67 0.391
H -0.702 -0.548 -1.695 -0.09 0.56 0.09 0.137
H 0.796 -1.709 0.660 -0.20 1.45 0.39 0.422
H -0.571 -2.175 -0.026 -0.58 0.24 -0.74 0.324
H -0.821 0.268 1.947 0.03 -1.67 -1.18 0.170
H -1.422 -1.482 1.737 -1.14 0.51 0.76 0.383
H -3.137 -0.611 -0.300 -0.11 -0.35 -0.19 0.123
H -0.364 1.563 -0.536 0.38 -0.69 -0.37 0.217
H 0.947 1.447 -1.559 -0.50 -0.33 0.88 0.260
H 0.596 2.679 1.866 -0.73 -2.27 -2.74 0.329
H 0.683 2.753 3.348 0.00 -0.04 0.14 0.311
O 0.809 3.248 2.537 0.77 2.26 2.55 -0.644